A molecular structure, CH5O2 in a non-equilibrium geometry, computed with ωB97M-V/def2-TZVPD.

ORCA input file:
```
! wB97M-V def2-TZVPD RIJCOSX def2/J DEFGRID3
* xyz -1 1
C -0.161 -1.020 0.425
O 0.348 -0.419 -0.714
H 0.167 -0.515 1.354
H -1.257 -1.070 0.435
H 0.220 -2.055 0.496
H -0.261 2.350 -0.461
H 0.391 0.725 -0.660
O 0.553 2.005 -0.875
*
```

Properties
Energy = -5212.8283 eV